Formula: C31H63IN3O8PS5
Source: the Open Molecules 2025 dataset
Level of theory: wB97M-V/def2-TZVPD

Properties
HOMO: -8.020 eV
Spin multiplicity: 1
E_LUMO: -0.835 eV
HOMO-LUMO gap: 7.19 eV

Bonds (Å) are listed after each position.
Element x y z (Å)
1 C 0.99687 3.22590 0.01347  O2 1.447, H30 1.145, H31 1.155, H32 1.148
2 O 2.03271 3.57662 -0.93345  C1 1.447, C3 1.456
3 C 2.35297 2.44488 -1.79208  O2 1.456, C4 1.632, H33 1.153, H34 1.156
4 C 3.24532 1.37328 -0.94395  C3 1.632, C5 1.609, H35 1.157, H36 1.156
5 C 2.47580 -0.01372 -0.67326  C4 1.609, C6 1.618, H37 1.155, H38 1.145
6 C 2.21075 -0.33297 0.89074  C5 1.618, C7 1.608, H39 1.162, H40 1.156
7 C 2.82948 -1.73606 1.37557  C6 1.608, C8 1.605, H41 1.155, H42 1.159
8 C 1.77587 -2.94555 1.44389  C7 1.605, C9 1.630, H43 1.146, H44 1.160
9 C 0.96114 -3.18503 0.05264  C8 1.630, C10 1.607, H45 1.152, H46 1.142
10 C 2.03858 -3.68214 -1.03069  C9 1.607, C11 1.610, H47 1.150, H48 1.162
11 C 1.49255 -3.75691 -2.54394  C10 1.610, C12 1.634, H49 1.156, H50 1.156
12 C 0.57225 -2.47345 -2.96379  C11 1.634, C13 1.606, H51 1.140, H52 1.160
13 C -0.93378 -2.93075 -3.28523  C12 1.606, C14 1.623, H53 1.141, H54 1.161
14 C -2.04517 -1.89525 -2.71356  C13 1.623, N15 1.429, C25 1.559
15 N -2.27028 -1.95892 -1.30391  C14 1.429, C16 1.436
16 C -3.30142 -1.01991 -0.96189  N15 1.436, C17 1.588, C23 1.547
17 C -3.72762 -0.95887 0.56706  C16 1.588, I18 2.166, C19 1.560
18 I -2.68601 -2.23328 1.97569  C17 2.166
19 C -4.85860 -0.02622 1.10160  C17 1.560, C20 1.597, C21 1.592
20 C -5.32968 0.05410 2.62562  C19 1.597, H55 1.159, H56 1.139, H57 1.150
21 C -5.64467 0.90982 0.08146  C19 1.592, C22 1.541, H58 1.137
22 C -5.20311 0.86658 -1.39453  C21 1.541, C23 1.583, H59 1.148
23 C -4.05687 -0.08320 -1.93373  C16 1.547, C22 1.583, N24 1.435
24 N -3.76842 -0.01783 -3.33770  C23 1.435, C25 1.427
25 C -2.74981 -0.93913 -3.72368  C14 1.559, N24 1.427, P26 1.906
26 P -2.30650 -0.98767 -5.57694  C25 1.906, N27 1.592, O28 1.703, O29 1.718
27 N -3.05068 0.11263 -6.45517  P26 1.592, H60 1.037
28 O -2.72785 -2.51539 -6.19945  P26 1.703, H61 0.982
29 O -0.61793 -0.74501 -5.78037  P26 1.718, H62 0.984
30 H 0.46087 4.19513 0.30266  C1 1.145
31 H 1.40455 2.75662 0.98642  C1 1.155
32 H 0.20099 2.51893 -0.41694  C1 1.148
33 H 2.90850 2.75938 -2.75201  C3 1.153
34 H 1.34885 1.99033 -2.14143  C3 1.156
35 H 4.15077 1.13166 -1.62261  C4 1.157
36 H 3.66558 1.86015 0.01663  C4 1.156
37 H 1.43313 0.08587 -1.15905  C5 1.155
38 H 3.08389 -0.89057 -1.08810  C5 1.145
39 H 1.06500 -0.40341 1.07369  C6 1.162
40 H 2.55750 0.54143 1.56299  C6 1.156
41 H 3.21520 -1.56694 2.45076  C7 1.155
42 H 3.74750 -2.00352 0.72072  C7 1.159
43 H 1.02470 -2.85044 2.30385  C8 1.146
44 H 2.39330 -3.90788 1.64190  C8 1.160
45 H 0.16433 -3.99645 0.23788  C9 1.152
46 H 0.43343 -2.20510 -0.20263  C9 1.142
47 H 3.03450 -3.10660 -1.01052  C10 1.150
48 H 2.31140 -4.77103 -0.73224  C10 1.162
49 H 0.94453 -4.75279 -2.75527  C11 1.156
50 H 2.42385 -3.77784 -3.22843  C11 1.156
51 H 0.66666 -1.60062 -2.23646  C12 1.140
52 H 1.02610 -2.11278 -3.96881  C12 1.160
53 H -1.09941 -3.20805 -4.37914  C13 1.141
54 H -1.11733 -3.90567 -2.68296  C13 1.161
55 H -6.47823 -0.05739 2.73096  C20 1.159
56 H -4.85488 -0.72655 3.30633  C20 1.139
57 H -5.08319 1.10041 3.03416  C20 1.150
58 H -6.50017 1.59759 0.37971  C21 1.137
59 H -5.75510 1.55092 -2.13253  C22 1.148
60 H -3.64709 0.68871 -5.83193  N27 1.037
61 H -3.67682 -2.55455 -6.44822  O28 0.982
62 H -0.40389 -0.04339 -5.12402  O29 0.984
63 C -6.78295 3.81954 -5.62929  S64 1.806, H67 1.091, H68 1.091, H69 1.092
64 S -6.67672 2.04615 -5.30577  C63 1.806, O65 1.493, C66 1.805
65 O -5.23666 1.66105 -5.39224  S64 1.493
66 C -7.46969 1.52369 -6.84107  S64 1.805, H70 1.092, H71 1.092, H72 1.091
67 H -6.30632 4.34972 -4.80364  C63 1.091
68 H -6.26711 4.06078 -6.56039  C63 1.091
69 H -7.83135 4.11715 -5.69208  C63 1.092
70 H -6.91159 1.90587 -7.69785  C66 1.092
71 H -8.49647 1.89376 -6.86577  C66 1.092
72 H -7.47846 0.43299 -6.87179  C66 1.091
73 C -3.86860 -0.01997 8.08725  S74 1.806, H77 1.091, H78 1.091, H79 1.092
74 S -3.06287 -0.01210 6.47128  C73 1.806, O75 1.494, C76 1.806
75 O -4.09845 0.34905 5.45610  S74 1.494
76 C -2.80878 -1.79711 6.37602  S74 1.806, H80 1.092, H81 1.092, H82 1.092
77 H -4.15277 1.00345 8.33582  C73 1.091
78 H -4.76182 -0.64644 8.05609  C73 1.091
79 H -3.17280 -0.39438 8.84037  C73 1.092
80 H -3.76679 -2.31534 6.45033  C76 1.092
81 H -2.14663 -2.11463 7.18377  C76 1.092
82 H -2.34433 -2.03172 5.41594  C76 1.092
83 C 5.29926 1.32746 4.74569  S84 1.806, H87 1.091, H88 1.092, H89 1.092
84 S 4.82014 1.39549 3.00616  C83 1.806, O85 1.495, C86 1.806
85 O 4.68022 -0.01304 2.52409  S84 1.495
86 C 6.40057 2.02125 2.39699  S84 1.806, H90 1.092, H91 1.092, H92 1.091
87 H 4.46310 0.92262 5.31762  C83 1.091
88 H 6.16957 0.68001 4.86838  C83 1.092
89 H 5.52632 2.33417 5.10151  C83 1.092
90 H 7.20342 1.33125 2.66341  C86 1.092
91 H 6.59295 3.00622 2.82738  C86 1.092
92 H 6.34300 2.10687 1.31066  C86 1.091
93 C 7.31062 -0.21598 -2.78022  S94 1.806, H97 1.091, H98 1.092, H99 1.092
94 S 6.48626 -0.63900 -1.23001  C93 1.806, O95 1.495, C96 1.805
95 O 7.40582 -0.25748 -0.11503  S94 1.495
96 C 6.59841 -2.42894 -1.43667  S94 1.805, H100 1.092, H101 1.092, H102 1.091
97 H 7.38608 0.87037 -2.84520  C93 1.091
98 H 8.31174 -0.65049 -2.80171  C93 1.092
99 H 6.72122 -0.58776 -3.62054  C93 1.092
100 H 7.64330 -2.72794 -1.54074  C96 1.092
101 H 6.03144 -2.73056 -2.31967  C96 1.092
102 H 6.17108 -2.90622 -0.55299  C96 1.091
103 C 0.66196 2.05615 5.96361  S104 1.806, H107 1.091, H108 1.092, H109 1.092
104 S 0.36844 1.83511 4.19553  C103 1.806, O105 1.495, C106 1.805
105 O 1.70321 1.76143 3.52535  S104 1.495
106 C -0.29343 3.48898 3.90334  S104 1.805, H110 1.092, H111 1.092, H112 1.091
107 H 1.11599 1.14430 6.35423  C103 1.091
108 H 1.33871 2.89688 6.12779  C103 1.092
109 H -0.28775 2.23292 6.47202  C103 1.092
110 H 0.44194 4.24195 4.19377  C106 1.092
111 H -1.21288 3.62052 4.47696  C106 1.092
112 H -0.51446 3.58983 2.83937  C106 1.091